Formula: C3HO2Pb
Source: the OMol25 dataset
Level of theory: ωB97M-V/def2-TZVPD

Calculated total energy   -12456.2635 eV
Total charge   +1
ΔE to the lowest compared entry with this formula, charge and spin   403.70 kJ/mol
LUMO   -7.586 eV
2S+1   1
Max |F|   0.0833 hartree/bohr

```
7
C3HO2Pb | the OMol25 dataset | ωB97M-V/def2-TZVPD
C -0.28534 -0.84438 -0.49747
O -0.58758 0.32754 -0.79900
O 0.50983 -0.87771 0.62042
C 0.83334 0.36335 1.12462
C 0.33093 1.39119 0.55085
H 0.41360 2.42005 0.23454
Pb -1.21477 -2.78003 -1.23397
```

Formula: C4H5NO2
Source: the OMol25 dataset
Level of theory: ωB97M-V/def2-TZVPD

Calculated total energy   -9813.0962 eV
ΔE to the lowest compared entry with this formula, charge and spin   117.58 kJ/mol
LUMO   0.634 eV
2S+1   1
SMILES   O=C[C@H]1CN=CO1
Max |F|   0.0107 hartree/bohr

```
12
C4H5NO2 | the OMol25 dataset | ωB97M-V/def2-TZVPD
O -2.39871 0.55578 0.72967
C -1.72579 -0.20637 0.08178
C -0.38859 0.19114 -0.52082
C 0.57058 0.89648 0.46795
N 1.68449 -0.04046 0.63270
C 1.45179 -1.00424 -0.14948
O 0.32373 -0.99492 -0.91026
H -2.04695 -1.24679 -0.12729
H -0.58505 0.78159 -1.42276
H 0.94615 1.84788 0.08139
H 0.08533 1.09714 1.42735
H 2.08302 -1.87721 -0.29023
```

Formula: C20H33AsN4SSi2Sr
Source: the OMol25 dataset
Level of theory: ωB97M-V/def2-TZVPD

Calculated total energy   -115496.8067 eV
ΔE to the lowest compared entry with this formula, charge and spin   685.28 kJ/mol
LUMO (spin up / spin down)   -0.964 / 0.045 eV
2S+1   1
Max |F|   0.1947 hartree/bohr

```
62
C20H33AsN4SSi2Sr | the OMol25 dataset | ωB97M-V/def2-TZVPD
Sr 0.00430 2.77383 0.45415
N -1.12926 -2.53488 3.04431
C -1.35500 -1.85704 1.83501
S 0.50734 1.19661 2.66394
N -0.30708 -1.65831 1.15507
N -0.00014 -1.17482 -0.07425
C 0.01862 -2.08604 -0.97070
C 0.68150 -1.97754 -2.29321
C 0.40407 -2.98037 -3.22188
C 1.06855 -2.99341 -4.43092
C 2.00598 -2.00521 -4.68283
C 2.20406 -1.03926 -3.70773
N 1.55952 -1.00473 -2.53720
H -1.84671 -2.42622 3.74424
H -0.19773 -2.40070 3.41405
H -0.38368 -3.07053 -0.72888
H -0.33080 -3.73999 -2.98313
H 0.86821 -3.76893 -5.15948
H 2.57352 -1.98221 -5.60284
H 2.92282 -0.24571 -3.87243
C 0.01974 2.48946 -3.08125
C 0.44232 3.09895 -1.74194
C -0.24074 4.24119 -1.27482
C 0.28934 5.01514 -0.15213
C 1.52149 4.59474 0.46950
C 2.19420 3.43869 0.03735
C 1.65446 2.65669 -1.07264
H 0.80271 2.70132 -3.80776
H -0.88892 2.96280 -3.44752
H -0.12356 1.41384 -3.04259
H -1.08484 4.60745 -1.84248
H -0.17075 5.95380 0.11446
H 1.98791 5.23020 1.20914
H 3.16278 3.19753 0.44837
H 2.22139 1.81833 -1.46996
C -3.97925 2.49477 4.71137
Si -2.27571 1.84282 4.43263
C -1.01125 3.03329 5.08411
C -1.92108 0.22238 5.27454
As -1.62969 1.47558 2.15593
Si -3.18090 -1.35735 1.53009
C -4.46293 -0.42889 2.52569
C -3.42266 -0.73243 -0.22029
C -3.88038 -3.10186 1.58380
H -4.03751 2.93674 5.70956
H -4.74359 1.72049 4.61837
H -4.20694 3.27432 3.97812
H -1.32245 3.51373 6.01818
H -0.79462 3.80726 4.34609
H -0.08281 2.48801 5.24226
H -1.75643 0.31200 6.35278
H -0.99557 -0.12026 4.81089
H -2.69673 -0.52943 5.08961
H -4.31840 0.64787 2.45946
H -4.49180 -0.68375 3.58966
H -5.42079 -0.69317 2.06752
H -3.58367 0.34567 -0.19830
H -4.29536 -1.21329 -0.67354
H -2.55332 -0.90910 -0.85523
H -3.73269 -3.57567 2.56189
H -3.39402 -3.74461 0.84140
H -4.95735 -3.09921 1.37658
```

Formula: C6H10N2O
Source: the OMol25 dataset
Level of theory: ωB97M-V/def2-TZVPD

Calculated total energy   -11404.0150 eV
ΔE to the lowest compared entry with this formula, charge and spin   778.91 kJ/mol
LUMO   0.778 eV
2S+1   1
SMILES   [H]/N=C1\NO[C@@H]2C[C@@]12CC
Max |F|   0.1266 hartree/bohr

```
19
C6H10N2O | the OMol25 dataset | ωB97M-V/def2-TZVPD
H 0.55515 -2.83412 1.28177
N 1.18818 -2.02289 0.99242
C 0.41942 -1.03736 0.64898
N -1.07942 -1.16945 0.55673
O -1.65038 0.16071 0.48605
C -0.48655 0.83650 0.87088
C 0.77679 1.69043 0.54140
C 0.67864 0.29795 0.02267
C 0.55807 0.08398 -1.39064
C -0.11172 1.01473 -2.28284
H -1.53301 -1.44499 1.37436
H -0.23095 0.61310 1.94984
H 1.42012 2.03411 1.34310
H 0.74719 2.47426 -0.15436
H 0.09703 -1.00516 -1.51653
H 1.58806 -0.13665 -1.82700
H -1.37442 0.97732 -2.15327
H 0.03144 2.18799 -1.98382
H 0.13319 0.87735 -3.50921
```

Formula: C5H20FMgO5
Source: the OMol25 dataset
Level of theory: ωB97M-V/def2-TZVPD

Calculated total energy   -23903.5222 eV
Total charge   +1
ΔE to the lowest compared entry with this formula, charge and spin   114.68 kJ/mol
LUMO   -5.257 eV
2S+1   1
Max |F|   0.0326 hartree/bohr

```
32
C5H20FMgO5 | the OMol25 dataset | ωB97M-V/def2-TZVPD
Mg 0.65365 1.23751 -1.66868
F -0.41661 0.60564 -0.32017
C 1.43808 -1.81469 2.22210
O 0.86809 -1.89342 0.92035
H 2.44128 -2.23060 2.17099
H 1.49176 -0.78323 2.58921
H 0.81098 -2.34764 2.93886
H 0.35247 -1.10724 0.71163
C -2.85769 -2.14408 -0.41142
O -2.54406 -1.17797 0.58243
H -3.32540 -1.68574 -1.28872
H -1.96922 -2.71481 -0.70302
H -3.56289 -2.84445 0.02838
H -1.92160 -0.55277 0.19900
C 3.19371 0.32907 -0.07498
O 2.25656 1.41487 -0.41931
H 4.21283 0.68846 -0.19627
H 3.04355 0.06749 0.96936
H 2.97780 -0.52454 -0.70421
H 2.30994 2.06663 0.29087
C -0.66575 1.02400 -4.48179
O -0.82183 1.15277 -3.02944
H -1.15111 1.84072 -5.01085
H 0.39568 1.05100 -4.72251
H -1.07915 0.07809 -4.82246
H -1.73876 1.34872 -2.80453
C -0.90173 1.53821 3.15711
O 0.19645 1.29212 2.28802
H -1.29032 0.60355 3.56751
H -0.56267 2.16255 3.98360
H -1.71303 2.06949 2.65505
H -0.12100 1.25029 1.38387
```

Formula: C4H10N2O2
Source: the OMol25 dataset
Level of theory: ωB97M-V/def2-TZVPD

Calculated total energy   -11381.2036 eV
ΔE to the lowest compared entry with this formula, charge and spin   549.89 kJ/mol
LUMO   0.338 eV
2S+1   1
Max |F|   0.0663 hartree/bohr

```
18
C4H10N2O2 | the OMol25 dataset | ωB97M-V/def2-TZVPD
C 0.02345 -0.73085 1.31596
C -0.70134 0.52232 -1.34229
C 1.87415 0.56128 -0.44094
N 0.94774 -0.48411 -0.86402
N 0.57990 -1.29596 0.12281
C -1.11330 0.39379 0.97505
O -2.38040 -0.14720 0.86112
O -0.97162 1.48832 1.46754
H -2.35458 -0.97746 0.36682
H 0.05539 -2.07921 -0.25330
H 0.78663 -0.18302 1.86287
H -0.41285 -1.52234 1.92497
H 2.74179 0.08357 0.02316
H -1.33992 1.35015 -1.04296
H -1.26189 -0.31382 -1.75474
H -0.12398 0.98230 -2.13925
H 1.43515 1.28031 0.25657
H 2.21568 1.07194 -1.33934
```

2S+1 of number 4 (C6H10N2O)?
1